{
  "formula": "C14H47BF4N3O8",
  "method": "ωB97M-V/def2-TZVPD",
  "e_lumo_ev": [-0.6418, -6.1348],
  "total_charge": 0,
  "homo_lumo_gap_ev": [8.131, 2.638],
  "homo_energy_ev": [-8.8, -8.8],
  "multiplicity": 2,
  "mol_weight_g_mol": 472.35,
  "s_squared": 0.754,
  "symbols": ["B", "F", "F", "F", "F", "C", "C", "O", "H", "H", "H", "H", "H", "H", "O", "H", "H", "O", "H", "H", "O", "H", "H", "O", "H", "H", "C", "C", "C", "O", "C", "N", "H", "H", "H", "H", "H", "H", "H", "H", "H", "H", "H", "C", "C", "C", "O", "C", "N", "H", "H", "H", "H", "H", "H", "H", "H", "H", "H", "H", "C", "C", "C", "O", "C", "N", "H", "H", "H", "H", "H", "H", "H", "H", "H", "H", "H"],
  "coordinates": [[0.380, 0.959, -0.379], [0.856, 1.408, -1.556], [1.237, 0.096, 0.253], [0.078, 2.058, 0.470], [-0.826, 0.284, -0.481], [-1.411, 2.267, -3.941], [-2.415, 3.144, -4.686], [-3.420, 2.289, -5.264], [-0.472, 2.805, -4.063], [-1.332, 1.361, -4.542], [-1.528, 2.086, -2.872], [-1.928, 3.482, -5.601], [-2.778, 3.999, -4.116], [-2.925, 1.500, -5.493], [3.028, 3.168, -1.076], [2.109, 2.899, -1.078], [3.508, 2.383, -0.815], [4.180, 0.345, -0.877], [4.523, -0.312, -1.482], [3.248, 0.140, -0.802], [-0.971, 0.612, 2.130], [-0.873, -0.279, 1.795], [-0.371, 1.135, 1.599], [1.446, 0.023, -4.828], [0.971, 0.486, -4.138], [2.159, -0.424, -4.371], [0.797, 2.886, 3.972], [1.993, 3.766, 3.999], [3.157, 3.304, 4.957], [2.587, 3.371, 6.297], [3.499, 3.289, 7.332], [2.529, 3.852, 2.676], [0.917, 1.850, 3.655], [0.148, 3.336, 3.222], [0.236, 2.910, 4.906], [1.631, 4.775, 4.194], [4.025, 3.956, 4.866], [3.430, 2.282, 4.690], [4.234, 4.093, 7.380], [4.027, 2.345, 7.198], [2.971, 3.331, 8.285], [3.204, 3.149, 2.412], [1.763, 3.792, 2.020], [-2.355, -3.432, -3.982], [-2.248, -2.107, -3.243], [-3.580, -1.409, -2.976], [-4.430, -1.239, -4.154], [-5.815, -0.983, -3.901], [-1.362, -2.223, -2.107], [-2.956, -3.360, -4.889], [-2.661, -4.197, -3.268], [-1.370, -3.794, -4.276], [-1.697, -1.495, -3.958], [-3.448, -0.464, -2.449], [-4.124, -1.999, -2.238], [-5.919, -0.037, -3.371], [-6.376, -1.710, -3.314], [-6.331, -0.734, -4.829], [-1.927, -2.593, -1.356], [-1.005, -1.444, -1.573], [0.363, -4.277, -0.002], [0.877, -3.136, 0.804], [0.929, -3.572, 2.332], [-0.408, -3.841, 2.749], [-0.620, -3.920, 4.118], [2.235, -2.769, 0.407], [-0.293, -4.953, 0.547], [1.164, -4.937, -0.338], [-0.150, -3.902, -0.887], [0.179, -2.352, 0.508], [1.295, -2.824, 3.036], [1.591, -4.392, 2.610], [-1.619, -4.235, 4.418], [-0.334, -2.965, 4.561], [0.139, -4.559, 4.567], [2.109, -2.278, -0.467], [2.530, -2.067, 1.071]],
  "lowdin_spin": [0.000, 0.000, 0.000, 0.000, 0.000, 0.000, 0.000, 0.000, 0.000, 0.000, 0.000, 0.000, 0.000, 0.000, 0.000, 0.000, 0.000, 0.000, 0.000, 0.000, 0.002, 0.000, 0.000, 0.000, 0.000, 0.000, 0.077, 0.109, 0.000, 0.003, 0.000, 0.716, 0.000, 0.001, 0.014, 0.035, 0.000, 0.000, 0.000, 0.000, 0.000, 0.025, 0.019, 0.000, 0.000, 0.000, 0.000, 0.000, 0.000, 0.000, 0.000, 0.000, 0.000, 0.000, 0.000, 0.000, 0.000, 0.000, 0.000, 0.000, 0.000, 0.000, 0.000, 0.000, 0.000, 0.000, 0.000, 0.000, 0.000, 0.000, 0.000, 0.000, 0.000, 0.000, 0.000, 0.000, 0.000]
}


{
  "formula": "H4O2Rb",
  "method": "ωB97M-V/def2-TZVPD",
  "e_lumo_ev": -4.2060,
  "total_charge": 1,
  "homo_lumo_gap_ev": 10.712,
  "homo_energy_ev": -14.9,
  "mol_weight_g_mol": 121.50,
  "relative_energy_ev": 0.793,
  "symbols": ["Rb", "O", "H", "H", "O", "H", "H"],
  "coordinates": [[-17.008, -10.172, -0.312], [-18.591, -9.469, -3.899], [-18.030, -9.491, -4.674], [-19.162, -10.231, -3.995], [-16.064, -12.579, 3.002], [-15.806, -13.191, 3.691], [-15.914, -13.057, 2.187]],
  "lowdin_charge": [0.965, -0.057, 0.041, 0.036, -0.053, 0.045, 0.023]
}


{
  "formula": "C6H13N3",
  "method": "ωB97M-V/def2-TZVPD",
  "e_lumo_ev": 0.8988,
  "total_charge": 0,
  "homo_lumo_gap_ev": 7.595,
  "homo_energy_ev": -6.7,
  "mol_weight_g_mol": 127.19,
  "relative_energy_ev": 3.058,
  "symbols": ["C", "C", "N", "C", "C", "C", "N", "N", "C", "H", "H", "H", "H", "H", "H", "H", "H", "H", "H", "H", "H", "H"],
  "coordinates": [[-0.937, -2.755, -0.312], [1.740, 1.777, -0.528], [-1.342, -1.451, -0.865], [-0.266, -0.402, -0.807], [-0.162, 0.330, 0.349], [0.793, 1.397, 0.585], [0.059, -0.388, -2.099], [-1.132, -0.022, 1.371], [0.859, 2.057, 1.759], [-2.146, -1.061, -0.342], [-1.132, -1.307, -2.041], [0.781, 0.243, -2.411], [-1.694, 0.789, 1.617], [-0.658, -0.294, 2.229], [-0.001, -3.048, -0.786], [-1.704, -3.497, -0.537], [-0.802, -2.668, 0.764], [1.195, 2.161, -1.394], [2.319, 0.914, -0.866], [2.436, 2.545, -0.193], [0.196, 1.850, 2.588], [1.597, 2.829, 1.919]],
  "lowdin_charge": [-0.052, -0.071, -0.053, -0.378, -0.276, -0.337, 0.039, 0.030, 0.016, 0.146, 0.184, 0.028, 0.080, 0.076, 0.093, 0.085, 0.081, 0.079, 0.079, 0.071, 0.034, 0.045]
}


{
  "formula": "C4H10Si",
  "method": "ωB97M-V/def2-TZVPD",
  "e_lumo_ev": 0.9427,
  "total_charge": 0,
  "homo_lumo_gap_ev": 10.131,
  "homo_energy_ev": -9.2,
  "smiles": "C/C=C(/C)[SiH3]",
  "mol_weight_g_mol": 86.21,
  "relative_energy_ev": 0.483,
  "symbols": ["C", "C", "C", "C", "Si", "H", "H", "H", "H", "H", "H", "H", "H", "H", "H"],
  "coordinates": [[-0.906, 0.269, 0.936], [-0.281, 0.409, -0.228], [-0.469, -0.782, 1.896], [-0.467, 1.328, -1.356], [1.316, -0.553, -0.836], [-1.810, 0.759, 1.238], [-0.723, -1.808, 1.527], [0.605, -0.890, 1.973], [-0.919, -0.925, 2.922], [0.569, 1.748, -1.631], [-0.944, 0.665, -2.169], [-1.149, 2.147, -0.990], [2.668, 0.176, -0.686], [1.136, -0.633, -2.326], [1.372, -1.911, -0.269]],
  "lowdin_charge": [-0.187, -0.473, -0.157, -0.204, 0.669, 0.095, 0.080, 0.043, 0.085, 0.076, 0.099, 0.089, -0.062, -0.062, -0.090]
}


{
  "formula": "C35H83N3O12",
  "method": "ωB97M-V/def2-TZVPD",
  "e_lumo_ev": 0.0973,
  "total_charge": 0,
  "homo_lumo_gap_ev": 8.103,
  "homo_energy_ev": -8.0,
  "smiles": "CC1(C)CCCC(C)(C)N1O.CC1(C)CCCC(C)(C)N1O.CC1(C)CCCC(C)(C)N1O.OCCO.OCCO.OCCO.OCCO.O",
  "mol_weight_g_mol": 738.06,
  "relative_energy_ev": 0.000,
  "symbols": ["O", "H", "H", "C", "C", "C", "C", "C", "C", "N", "O", "C", "C", "C", "H", "H", "H", "H", "H", "H", "H", "H", "H", "H", "H", "H", "H", "H", "H", "H", "H", "H", "H", "C", "C", "C", "C", "C", "C", "N", "O", "C", "C", "C", "H", "H", "H", "H", "H", "H", "H", "H", "H", "H", "H", "H", "H", "H", "H", "H", "H", "H", "H", "C", "C", "C", "C", "C", "C", "N", "O", "C", "C", "C", "H", "H", "H", "H", "H", "H", "H", "H", "H", "H", "H", "H", "H", "H", "H", "H", "H", "H", "H", "C", "C", "O", "O", "H", "H", "H", "H", "H", "H", "C", "C", "O", "O", "H", "H", "H", "H", "H", "H", "C", "C", "O", "O", "H", "H", "H", "H", "H", "H", "C", "C", "O", "O", "H", "H", "H", "H", "H", "H"],
  "coordinates": [[-17.485, 8.791, -1.247], [-16.763, 9.003, -0.645], [-18.285, 8.963, -0.739], [-24.777, 5.900, 0.459], [-23.752, 5.456, -0.617], [-23.878, 6.469, -1.795], [-22.624, 6.463, -2.694], [-21.369, 6.632, -1.815], [-21.141, 5.573, -0.768], [-22.396, 5.447, -0.050], [-22.276, 4.791, 1.178], [-20.535, 4.298, -1.375], [-20.110, 6.218, 0.196], [-24.053, 4.002, -1.006], [-25.751, 5.625, 0.039], [-24.763, 6.967, 0.668], [-24.773, 5.281, 1.357], [-24.709, 6.148, -2.424], [-24.039, 7.472, -1.410], [-22.616, 7.334, -3.348], [-22.550, 5.526, -3.248], [-21.362, 7.638, -1.382], [-20.554, 6.770, -2.538], [-21.181, 3.946, -2.184], [-19.579, 4.639, -1.772], [-20.482, 3.496, -0.641], [-19.670, 5.449, 0.831], [-19.245, 6.685, -0.285], [-20.540, 7.007, 0.819], [-25.045, 3.645, -0.708], [-23.413, 3.227, -0.580], [-23.978, 3.825, -2.083], [-21.994, 5.459, 1.816], [-28.876, 9.178, 2.950], [-28.582, 7.831, 3.553], [-28.831, 7.814, 5.062], [-30.317, 7.807, 5.452], [-30.899, 6.500, 4.911], [-30.708, 6.299, 3.384], [-29.325, 6.683, 2.984], [-29.243, 6.705, 1.549], [-31.004, 4.853, 3.089], [-31.700, 7.217, 2.648], [-27.072, 7.494, 3.485], [-28.157, 9.940, 3.262], [-29.870, 9.567, 3.174], [-28.790, 9.180, 1.860], [-28.359, 6.923, 5.486], [-28.349, 8.662, 5.556], [-30.752, 8.596, 4.833], [-30.406, 7.929, 6.528], [-31.972, 6.619, 5.094], [-30.509, 5.741, 5.593], [-30.156, 4.283, 3.490], [-31.864, 4.395, 3.577], [-31.107, 4.648, 2.021], [-31.641, 8.222, 3.069], [-31.604, 7.325, 1.570], [-32.715, 6.843, 2.815], [-26.475, 8.258, 3.976], [-26.787, 7.484, 2.425], [-26.877, 6.489, 3.854], [-28.604, 5.995, 1.416], [-28.959, 4.746, -5.986], [-27.672, 4.648, -6.774], [-27.170, 6.094, -7.090], [-26.356, 6.859, -6.012], [-25.323, 5.833, -5.521], [-25.799, 4.404, -5.152], [-26.573, 3.826, -6.254], [-27.016, 2.537, -5.900], [-24.588, 3.524, -4.977], [-26.542, 4.437, -3.797], [-28.031, 4.029, -8.139], [-29.644, 3.897, -6.037], [-29.599, 5.561, -6.345], [-28.873, 5.043, -4.935], [-26.445, 5.937, -7.896], [-28.008, 6.651, -7.509], [-27.063, 7.139, -5.233], [-25.924, 7.664, -6.600], [-24.706, 6.302, -4.748], [-24.543, 5.717, -6.284], [-24.927, 2.593, -4.519], [-24.007, 3.402, -5.893], [-23.821, 3.877, -4.278], [-25.908, 4.278, -2.930], [-27.073, 5.367, -3.566], [-27.366, 3.720, -3.738], [-28.940, 4.315, -8.666], [-28.137, 2.948, -8.010], [-27.160, 4.162, -8.785], [-26.707, 1.973, -6.617], [-22.272, 4.248, 5.740], [-22.556, 5.710, 5.561], [-21.455, 6.508, 6.054], [-21.313, 3.820, 4.762], [-23.286, 3.848, 5.533], [-22.022, 3.790, 6.697], [-23.460, 5.896, 6.150], [-22.825, 5.994, 4.540], [-20.706, 6.140, 5.556], [-21.129, 2.899, 4.971], [-17.411, 1.415, -0.134], [-17.323, 1.962, -1.553], [-18.385, 1.456, -2.349], [-16.228, 1.715, 0.600], [-17.445, 0.327, -0.144], [-18.293, 1.793, 0.391], [-16.442, 1.547, -2.063], [-17.285, 3.053, -1.629], [-18.848, 2.163, -2.801], [-16.114, 2.665, 0.700], [-22.990, 9.604, 0.411], [-23.095, 9.339, 1.895], [-24.303, 9.769, 2.487], [-23.041, 10.989, 0.151], [-23.792, 9.031, -0.047], [-22.041, 9.193, 0.051], [-22.244, 9.739, 2.464], [-22.985, 8.273, 2.122], [-24.377, 10.725, 2.391], [-22.298, 11.487, 0.492], [-18.115, 4.278, 4.558], [-18.792, 4.350, 3.195], [-17.855, 4.682, 2.147], [-18.409, 5.449, 5.332], [-17.036, 4.221, 4.378], [-18.396, 3.379, 5.113], [-19.585, 5.095, 3.135], [-19.182, 3.381, 2.880], [-17.901, 5.637, 2.047], [-18.458, 5.141, 6.241]],
  "lowdin_charge": [-0.060, 0.037, 0.022, -0.026, -0.457, -0.101, -0.154, -0.156, -0.508, -0.125, -0.008, -0.007, -0.031, -0.027, 0.081, 0.064, 0.084, 0.094, 0.095, 0.113, 0.092, 0.099, 0.127, 0.077, 0.086, 0.088, 0.052, 0.079, 0.085, 0.081, 0.086, 0.053, 0.085, -0.028, -0.521, -0.160, -0.173, -0.141, -0.505, -0.077, -0.027, -0.049, -0.031, -0.038, 0.089, 0.071, 0.086, 0.116, 0.123, 0.089, 0.113, 0.118, 0.120, 0.088, 0.085, 0.083, 0.064, 0.082, 0.087, 0.081, 0.070, 0.082, 0.099, -0.044, -0.509, -0.140, -0.148, -0.132, -0.495, -0.098, -0.016, -0.045, -0.024, -0.042, 0.086, 0.085, 0.070, 0.108, 0.117, 0.105, 0.110, 0.098, 0.121, 0.091, 0.093, 0.059, 0.045, 0.077, 0.084, 0.088, 0.073, 0.082, 0.107, -0.238, -0.229, -0.070, -0.072, 0.118, 0.126, 0.121, 0.116, 0.049, 0.090, -0.237, -0.248, -0.078, -0.075, 0.123, 0.109, 0.121, 0.117, 0.067, 0.075, -0.244, -0.267, -0.056, -0.049, 0.101, 0.103, 0.119, 0.109, 0.087, 0.090, -0.222, -0.224, -0.098, -0.071, 0.119, 0.113, 0.104, 0.118, 0.072, 0.086]
}


{
  "formula": "C5H8N2O2",
  "method": "ωB97M-V/def2-TZVPD",
  "e_lumo_ev": -0.2709,
  "total_charge": 0,
  "homo_lumo_gap_ev": 7.558,
  "homo_energy_ev": -7.8,
  "mol_weight_g_mol": 128.13,
  "relative_energy_ev": 11.744,
  "symbols": ["C", "C", "C", "C", "C", "H", "H", "H", "H", "H", "H", "H", "H", "N", "N", "O", "O"],
  "coordinates": [[-0.956, -0.568, -0.132], [1.415, -1.572, -0.288], [1.850, 0.676, 0.204], [0.589, 1.370, -0.109], [-0.653, 0.869, -0.144], [-3.845, -0.783, 1.522], [-2.721, 1.203, -0.103], [2.024, -1.553, -1.351], [1.850, -2.501, 0.129], [2.566, 0.541, -0.736], [2.485, 1.345, 0.850], [0.857, 2.524, -0.346], [-1.547, 1.663, -0.175], [-3.410, -0.081, 0.037], [-2.217, -0.958, 0.118], [-0.075, -1.467, -0.132], [1.788, -0.706, 0.657]],
  "lowdin_charge": [-0.456, -0.171, -0.189, -0.088, -0.045, 0.207, 0.136, 0.189, 0.141, 0.153, 0.137, 0.161, 0.091, -0.079, -0.118, 0.043, -0.112]
}


{
  "formula": "C5H7HoO5",
  "method": "ωB97M-V/def2-TZVPD",
  "e_lumo_ev": [-5.5840, -6.7775],
  "total_charge": 1,
  "homo_lumo_gap_ev": [6.733, 5.877],
  "homo_energy_ev": [-12.3, -12.7],
  "multiplicity": 6,
  "mol_weight_g_mol": 312.04,
  "s_squared": 8.753,
  "symbols": ["O", "C", "O", "O", "C", "O", "C", "C", "O", "C", "Ho", "H", "H", "H", "H", "H", "H", "H"],
  "coordinates": [[-4.405, 0.202, -0.474], [-3.895, -0.554, 0.282], [-3.964, -1.070, 1.347], [-1.665, -1.931, -1.842], [-1.762, -1.279, -0.798], [-0.473, -1.163, -0.239], [-0.240, -0.260, 0.840], [1.133, 0.356, 0.801], [1.385, 0.851, -0.494], [2.606, 1.550, -0.604], [0.752, -2.350, -2.028], [-0.347, -0.856, 1.756], [-0.981, 0.544, 0.746], [1.901, -0.384, 1.087], [1.169, 1.172, 1.544], [2.800, 1.686, -1.675], [2.529, 2.502, -0.054], [3.457, 0.982, -0.193]],
  "lowdin_spin": [0.001, 0.000, 0.001, 0.053, 0.018, 0.059, 0.002, 0.003, 0.021, 0.001, 4.839, 0.000, 0.000, 0.001, 0.000, 0.000, 0.000, 0.000]
}


{
  "formula": "CH3Cl3SSi",
  "method": "ωB97M-V/def2-TZVPD",
  "e_lumo_ev": [0.0960, -4.4742],
  "total_charge": 0,
  "homo_lumo_gap_ev": [4.525, 5.668],
  "homo_energy_ev": [-4.4, -10.1],
  "multiplicity": 3,
  "mol_weight_g_mol": 181.55,
  "relative_energy_ev": 4.684,
  "s_squared": 2.007,
  "symbols": ["C", "Si", "S", "Cl", "Cl", "Cl", "H", "H", "H"],
  "coordinates": [[-0.405, 0.608, 0.141], [0.311, -1.046, 0.195], [-0.159, 1.727, -1.375], [-2.213, 0.674, 0.560], [0.985, -1.199, 2.078], [-1.073, -2.379, -0.283], [0.229, 1.137, 0.998], [1.391, -0.448, -0.583], [0.933, 0.925, -1.732]],
  "lowdin_spin": [0.440, 0.268, 0.507, 0.517, 0.039, 0.080, 0.068, 0.048, 0.032]
}


What is the formula in the fourth record? C4H10Si